(1)
Below is C30H48As2ClFeN2Si2 as an isolated structure, with properties calculated with wB97M-V/def2-TZVPD.

```
! RIJCOSX wB97M-V def2-TZVPD def2/J DEFGRID3
* xyz -1 5
Fe -0.049 0.633 0.437
C 2.153 0.446 1.316
C 2.206 1.398 0.266
C 1.526 2.555 0.694
C 1.045 2.324 2.002
C 1.439 1.037 2.390
H 2.585 -0.543 1.299
H 2.709 1.268 -0.677
H 1.323 3.421 0.083
H 0.421 2.996 2.574
H 1.241 0.573 3.339
Cl -0.650 3.966 -2.494
C -1.529 2.448 -2.586
C -1.841 1.978 -3.929
C -2.426 0.800 -4.143
C -2.766 -0.151 -3.036
C -2.591 0.459 -1.600
C -1.854 1.780 -1.467
C -1.492 2.088 -0.092
H -1.581 2.625 -4.758
H -2.641 0.479 -5.157
H -3.790 -0.504 -3.158
H -3.555 0.559 -1.096
H -2.320 1.836 0.584
H -1.180 3.117 0.061
C 2.073 0.025 -3.528
Si 1.924 -1.805 -3.134
C 3.633 -2.497 -2.759
C 1.205 -2.627 -4.675
As 0.612 -2.029 -1.193
Si 0.422 -4.403 -1.173
C -1.118 -5.230 -0.509
C 1.810 -4.725 0.070
C 0.851 -5.302 -2.761
H 1.121 0.424 -3.888
H 2.815 0.182 -4.317
H 2.369 0.609 -2.659
H 4.296 -2.397 -3.622
H 3.579 -3.557 -2.498
H 4.082 -1.965 -1.917
H 1.912 -3.329 -5.123
H 0.969 -1.865 -5.422
H 0.289 -3.177 -4.459
H -1.581 -4.695 0.316
H -0.838 -6.229 -0.160
H -1.846 -5.341 -1.311
H 1.564 -4.288 1.042
H 2.754 -4.282 -0.259
H 1.966 -5.799 0.204
H 0.020 -5.217 -3.468
H 0.991 -6.364 -2.538
H 1.762 -4.934 -3.233
N -2.538 -4.727 -4.169
C -2.530 -3.796 -3.466
C -2.504 -2.673 -2.639
C -1.818 -1.406 -3.054
C -0.860 -0.975 -1.935
N -1.789 -0.555 -0.859
C -2.626 -1.663 -0.440
C -2.938 -2.674 -1.296
H -1.328 -1.502 -4.023
H -0.337 -0.064 -2.251
H -3.074 -1.559 0.536
H -3.533 -3.501 -0.924
C -2.459 1.157 3.690
C -2.768 -0.256 3.202
As -1.137 -1.189 2.608
C -1.770 -3.062 2.609
C -2.317 -3.635 3.910
C -0.235 -1.257 4.361
C 0.978 -2.181 4.320
H -3.378 1.706 3.905
H -1.899 1.718 2.939
H -1.863 1.140 4.604
H -3.439 -0.216 2.341
H -3.266 -0.835 3.983
H -0.920 -3.654 2.262
H -2.514 -3.117 1.817
H -1.552 -3.695 4.686
H -2.691 -4.648 3.743
H -3.146 -3.043 4.301
H -0.955 -1.588 5.113
H 0.057 -0.242 4.633
H 0.682 -3.208 4.093
H 1.507 -2.192 5.275
H 1.685 -1.868 3.548
*
```

The electronic energy is -219212.052 eV. The HOMO energy (spin up / spin down) comes out at -3.3 / -3.3 eV. The energy relative to the best compared isomer or geometry (same formula, charge and spin) is 0.0 kcal per mole. For the HOMO-LUMO gap (spin up / spin down), the calculation gives 0.2150 / 0.2173 Ha.

How is the electron density shared among the atoms? According to Löwdin, the charges in e are: atom 1 (Fe): 0.622, atom 2 (C): -0.223, atom 3 (C): -0.200, atom 4 (C): -0.186, atom 5 (C): -0.184, atom 6 (C): -0.222, atom 7 (H): 0.079, atom 8 (H): 0.072, atom 9 (H): 0.085, atom 10 (H): 0.093, atom 11 (H): 0.053, atom 12 (Cl): 0.624, atom 13 (C): -0.625, atom 14 (C): -0.134, atom 15 (C): -0.071, atom 16 (C): -0.169, atom 17 (C): -0.191, atom 18 (C): -0.328, atom 19 (C): -0.175, atom 20 (H): 0.087, atom 21 (H): 0.103, atom 22 (H): 0.143, atom 23 (H): 0.152, atom 24 (H): 0.046, atom 25 (H): 0.025, atom 26 (C): -0.207, atom 27 (Si): 0.326, atom 28 (C): -0.229, atom 29 (C): -0.209, atom 30 (As): 1.063, atom 31 (Si): 0.319, atom 32 (C): -0.203, atom 33 (C): -0.251, atom 34 (C): -0.216, atom 35 (H): 0.025, atom 36 (H): 0.033, atom 37 (H): 0.002, atom 38 (H): 0.026, atom 39 (H): 0.006, atom 40 (H): 0.025, atom 41 (H): 0.029, atom 42 (H): 0.030, atom 43 (H): 0.001, atom 44 (H): -0.005, atom 45 (H): 0.034, atom 46 (H): 0.017, atom 47 (H): 0.009, atom 48 (H): 0.009, atom 49 (H): 0.026, atom 50 (H): 0.008, atom 51 (H): 0.034, atom 52 (H): 0.003, atom 53 (N): 0.076, atom 54 (C): -0.306, atom 55 (C): -0.281, atom 56 (C): -0.222, atom 57 (C): -0.554, atom 58 (N): -0.179, atom 59 (C): -0.179, atom 60 (C): -0.115, atom 61 (H): 0.127, atom 62 (H): 0.070, atom 63 (H): 0.052, atom 64 (H): 0.110, atom 65 (C): -0.175, atom 66 (C): -0.426, atom 67 (As): 1.236, atom 68 (C): -0.434, atom 69 (C): -0.166, atom 70 (C): -0.450, atom 71 (C): -0.171, atom 72 (H): 0.067, atom 73 (H): 0.040, atom 74 (H): 0.058, atom 75 (H): 0.052, atom 76 (H): 0.053, atom 77 (H): 0.044, atom 78 (H): 0.034, atom 79 (H): 0.052, atom 80 (H): 0.069, atom 81 (H): 0.057, atom 82 (H): 0.059, atom 83 (H): 0.039, atom 84 (H): 0.053, atom 85 (H): 0.068, atom 86 (H): 0.057

(2)
Below is C30H48BF3N3P2Zr as an isolated structure, with properties calculated with wB97M-V/def2-TZVPD.

```
! RIJCOSX wB97M-V def2-TZVPD def2/J DEFGRID3
* xyz 3 1
Zr -0.304 -0.416 -0.603
C 5.096 0.533 0.474
C 3.821 1.065 -0.179
C 4.100 1.469 -1.628
C 3.287 2.273 0.611
P 2.405 -0.188 -0.118
C 2.507 -0.835 1.636
N 1.192 -0.789 2.236
B -0.055 -0.763 1.547
N -1.071 -0.682 2.543
C -2.495 -0.592 2.322
P -2.778 -0.326 0.501
C -4.129 0.979 0.411
C -4.657 1.069 -1.023
C -3.402 2.283 0.776
C -5.256 0.682 1.396
C -3.211 -2.011 -0.239
C -2.192 -3.024 0.292
C -2.996 -1.858 -1.754
C -4.625 -2.498 0.070
C -0.463 -0.676 3.789
C -1.011 -0.591 5.065
C -0.136 -0.563 6.133
C 1.253 -0.626 5.947
C 1.808 -0.725 4.686
C 0.939 -0.746 3.601
C 2.661 -1.680 -1.265
C 2.411 -1.181 -2.699
C 4.022 -2.359 -1.141
C 1.544 -2.691 -0.935
H 5.878 1.275 0.306
H 5.442 -0.403 0.040
H 5.007 0.412 1.552
H 4.721 2.367 -1.627
H 3.187 1.702 -2.182
H 4.658 0.701 -2.163
H 4.112 2.961 0.801
H 2.869 1.993 1.581
H 2.527 2.814 0.045
H 3.189 -0.204 2.203
H 2.923 -1.846 1.642
H -2.911 0.252 2.875
H -3.020 -1.489 2.660
H -3.846 1.182 -1.747
H -5.294 1.950 -1.108
H -5.269 0.207 -1.290
H -2.699 2.571 -0.009
H -2.868 2.214 1.727
H -4.135 3.085 0.876
H -5.674 -0.316 1.268
H -6.062 1.396 1.215
H -4.948 0.807 2.434
H -1.145 -2.714 0.107
H -2.346 -3.984 -0.204
H -2.297 -3.191 1.363
H -1.974 -1.476 -1.982
H -3.714 -1.172 -2.202
H -3.094 -2.820 -2.261
H -4.788 -2.576 1.145
H -4.767 -3.495 -0.353
H -5.391 -1.852 -0.357
H -2.080 -0.551 5.227
H -0.529 -0.495 7.138
H 1.903 -0.601 6.810
H 2.882 -0.788 4.562
H 3.241 -0.594 -3.082
H 1.502 -0.553 -2.755
H 2.272 -2.028 -3.375
H 4.822 -1.715 -1.500
H 4.039 -3.265 -1.751
H 4.244 -2.650 -0.113
H 0.567 -2.342 -1.350
H 1.449 -2.904 0.133
H 1.745 -3.639 -1.435
F 2.046 4.898 -4.002
C 1.672 3.760 -4.573
F 1.109 4.006 -5.742
F 2.769 2.999 -4.768
C 0.747 2.966 -3.664
C 0.784 3.167 -2.291
C 0.030 2.330 -1.494
N -0.710 1.316 -1.992
C -0.767 1.163 -3.330
C -0.069 1.974 -4.200
H 1.375 3.966 -1.866
H -0.024 2.482 -0.416
H -1.405 0.372 -3.709
H -0.147 1.835 -5.270
*
```

The electronic energy is -65022.412 eV. The HOMO energy comes out at -15.9 eV. For the HOMO-LUMO gap, the calculation gives 0.1981 Ha.

How is the electron density shared among the atoms? According to Löwdin, the charges in e are: atom 1 (Zr): 1.455, atom 2 (C): -0.051, atom 3 (C): -0.664, atom 4 (C): -0.072, atom 5 (C): -0.071, atom 6 (P): 1.110, atom 7 (C): -0.240, atom 8 (N): -0.019, atom 9 (B): -0.636, atom 10 (N): -0.017, atom 11 (C): -0.239, atom 12 (P): 1.098, atom 13 (C): -0.677, atom 14 (C): -0.074, atom 15 (C): -0.080, atom 16 (C): -0.051, atom 17 (C): -0.689, atom 18 (C): -0.068, atom 19 (C): -0.074, atom 20 (C): -0.050, atom 21 (C): -0.138, atom 22 (C): 0.017, atom 23 (C): -0.031, atom 24 (C): -0.031, atom 25 (C): 0.015, atom 26 (C): -0.136, atom 27 (C): -0.685, atom 28 (C): -0.073, atom 29 (C): -0.049, atom 30 (C): -0.091, atom 31 (H): 0.115, atom 32 (H): 0.076, atom 33 (H): 0.087, atom 34 (H): 0.113, atom 35 (H): 0.059, atom 36 (H): 0.087, atom 37 (H): 0.112, atom 38 (H): 0.085, atom 39 (H): 0.061, atom 40 (H): 0.087, atom 41 (H): 0.116, atom 42 (H): 0.099, atom 43 (H): 0.118, atom 44 (H): 0.070, atom 45 (H): 0.110, atom 46 (H): 0.082, atom 47 (H): 0.065, atom 48 (H): 0.084, atom 49 (H): 0.112, atom 50 (H): 0.077, atom 51 (H): 0.113, atom 52 (H): 0.089, atom 53 (H): 0.027, atom 54 (H): 0.120, atom 55 (H): 0.104, atom 56 (H): 0.025, atom 57 (H): 0.085, atom 58 (H): 0.118, atom 59 (H): 0.097, atom 60 (H): 0.111, atom 61 (H): 0.083, atom 62 (H): 0.124, atom 63 (H): 0.126, atom 64 (H): 0.126, atom 65 (H): 0.122, atom 66 (H): 0.083, atom 67 (H): 0.049, atom 68 (H): 0.114, atom 69 (H): 0.085, atom 70 (H): 0.110, atom 71 (H): 0.094, atom 72 (H): 0.030, atom 73 (H): 0.094, atom 74 (H): 0.127, atom 75 (F): 0.192, atom 76 (C): -0.598, atom 77 (F): 0.206, atom 78 (F): 0.167, atom 79 (C): -0.040, atom 80 (C): 0.042, atom 81 (C): -0.140, atom 82 (N): -0.125, atom 83 (C): -0.091, atom 84 (C): 0.071, atom 85 (H): 0.145, atom 86 (H): 0.126, atom 87 (H): 0.131, atom 88 (H): 0.153